{
  "formula": "C2H7O5P2",
  "method": "ωB97M-V/def2-TZVPD",
  "energy_ha": -1139.45299,
  "homo_energy_ev": -4.16,
  "lumo_energy_ev": 3.63,
  "charge": -1,
  "gap_ev": 7.8,
  "relative_energy_kj_mol": 0.0,
  "symbols": ["C", "C", "O", "O", "O", "O", "O", "P", "P", "H", "H", "H", "H", "H", "H", "H"],
  "positions_angstrom": [[1.3966, -0.7791, 0.2728], [0.2233, 0.2735, 0.2140], [-1.8528, 2.0907, 0.9564], [-3.0476, 1.9282, -1.3033], [-3.1902, -1.2699, -0.9431], [-2.9943, -1.4194, 1.4950], [-0.6175, 0.0164, -0.8754], [-3.7619, -0.6552, 0.4513], [-2.5492, 1.2555, -0.0506], [2.3080, -0.3438, 0.8994], [1.2277, -1.7128, 0.7872], [1.6713, -0.9340, -0.7255], [0.6143, 1.2764, 0.0119], [-0.2765, 0.3187, 1.1227], [-3.3225, -0.5955, -1.5876], [-1.2968, -0.6948, -0.6199]],
  "forces_ev_per_a": [[0.95, 2.39, 2.45], [2.78, -0.73, -0.73], [0.02, -0.38, 0.24], [0.19, -1.23, 0.55], [0.61, -1.56, -0.75], [-0.16, 0.22, -0.03], [-2.15, -1.56, 0.21], [-0.42, -0.34, 2.03], [-0.42, 3.12, -0.63], [-1.70, -0.55, -1.49], [-0.77, -0.31, -0.07], [0.82, -0.45, -1.39], [0.21, -0.24, 0.19], [-1.07, 0.02, 1.60], [-0.25, 0.85, -1.53], [1.35, 0.75, -0.65]],
  "mulliken_charge": [-1.146, -0.256, -0.657, -0.652, -0.482, -0.566, -0.587, 0.226, 0.688, 0.291, 0.313, 0.312, 0.388, 0.392, 0.326, 0.410]
}

{
  "formula": "C30H43F5P2SSc",
  "method": "ωB97M-V/def2-TZVPD",
  "energy_ha": -3509.47178,
  "homo_energy_ev": [-10.59, -9.21],
  "lumo_energy_ev": [-3.23, -4.75],
  "charge": 1,
  "gap_ev": [7.4, 4.5],
  "symbols": ["Sc", "C", "C", "C", "C", "C", "C", "H", "H", "H", "C", "H", "H", "H", "C", "H", "H", "H", "C", "H", "H", "H", "C", "H", "H", "H", "C", "C", "C", "C", "C", "C", "C", "C", "H", "H", "H", "H", "H", "H", "H", "H", "H", "H", "H", "H", "P", "P", "C", "C", "H", "H", "H", "H", "C", "H", "H", "H", "C", "H", "H", "H", "C", "H", "H", "H", "C", "H", "H", "H", "F", "C", "C", "F", "C", "F", "C", "S", "C", "F", "C", "F"],
  "positions_angstrom": [[-0.1494, 1.3208, -1.6947], [0.2036, 0.5646, 0.5202], [1.4258, 1.1302, 0.0144], [-0.1602, 2.8328, 0.1357], [-0.7825, 1.6107, 0.5746], [1.1855, 2.5140, -0.2790], [0.0543, -0.7822, 1.1111], [1.0002, -1.3128, 1.1116], [-0.6617, -1.3964, 0.5516], [-0.2907, -0.7312, 2.1474], [-2.0528, 1.4851, 1.3462], [-2.4792, 0.4744, 1.2812], [-2.8059, 2.1852, 0.9734], [-1.8846, 1.6995, 2.4175], [-0.6793, 4.2223, 0.3284], [-0.3321, 4.6996, 1.2637], [-1.7727, 4.2026, 0.3619], [-0.3629, 4.8695, -0.5016], [2.2139, 3.4589, -0.7999], [2.7876, 3.9391, 0.0113], [1.7429, 4.2418, -1.4056], [2.9141, 2.9017, -1.4324], [2.7330, 0.4234, -0.1122], [3.5287, 0.8527, 0.5343], [3.0856, 0.4495, -1.1589], [2.6516, -0.6381, 0.1679], [-0.9294, -3.1477, -1.4567], [0.2039, -3.6185, -0.9404], [1.5990, -3.1370, -1.2148], [2.0690, -2.6962, -2.6266], [1.9092, -1.2438, -2.9468], [0.7839, -0.4651, -3.0258], [-0.6171, -0.7908, -2.4126], [-0.9310, -2.2784, -2.6615], [2.2757, -3.9665, -0.9432], [1.7156, -3.4192, -3.3778], [1.8691, -2.3460, -0.5050], [-0.1420, -2.6105, -3.3382], [-1.9020, -3.4652, -1.0595], [0.1626, -4.4853, -0.2636], [-1.9042, -2.3344, -3.1510], [-0.7205, -0.5650, -1.2997], [0.8184, 0.4826, -3.6164], [-1.4409, -0.1562, -2.8495], [3.1642, -2.8622, -2.6130], [2.8852, -0.7584, -3.1003], [-0.6830, -1.1198, -5.6285], [-0.7317, 1.9108, -6.3415], [-0.8146, -0.6884, -7.4262], [-1.4780, 0.6861, -7.5467], [-1.4149, -1.4683, -7.9029], [0.1775, -0.7135, -7.8811], [-1.4348, 1.0838, -8.5625], [-2.5414, 0.6413, -7.2743], [-1.4262, 3.4119, -7.1378], [-1.0542, 4.2937, -6.6054], [-2.5173, 3.3820, -7.0592], [-1.1418, 3.4743, -8.1935], [0.9478, 2.0341, -7.1538], [0.8614, 2.0155, -8.2523], [1.5922, 1.2097, -6.8156], [1.4021, 2.9877, -6.8397], [-2.3892, -1.7857, -5.5731], [-2.7672, -1.9412, -4.5617], [-2.4462, -2.7245, -6.1266], [-3.0709, -1.0653, -6.0372], [0.4026, -2.6098, -5.8752], [1.2000, -2.3736, -6.6042], [-0.1893, -3.4664, -6.2338], [0.9140, -2.8903, -4.9414], [-2.1968, -6.3675, 6.3254], [-2.4478, -5.5223, 5.3156], [-2.4973, -4.1509, 5.5603], [-2.3085, -3.6759, 6.8090], [-2.7279, -3.2704, 4.5090], [-2.6509, -1.9413, 4.7476], [-2.9990, -3.7007, 3.1732], [-3.3714, -2.6436, 1.9300], [-2.9509, -5.1178, 2.9898], [-3.1737, -5.6211, 1.7562], [-2.6609, -5.9983, 4.0247], [-2.5707, -7.3228, 3.7852]],
  "forces_ev_per_a": [[-0.45, 1.31, -0.59], [0.88, 1.61, 0.16], [-0.93, 0.17, 0.72], [0.59, -0.90, 0.20], [1.25, 0.13, 0.43], [-0.25, -0.50, 0.80], [-0.45, -0.58, 0.02], [0.04, -0.08, 0.04], [0.08, -0.05, 0.33], [-0.03, 0.07, -0.07], [-0.52, -0.03, -0.02], [0.12, 0.23, 0.03], [-0.01, -0.07, 0.18], [-0.04, -0.05, -0.42], [-0.34, 0.24, -0.37], [-0.01, -0.42, -0.35], [0.11, 0.22, -0.03], [-0.18, -0.02, 0.25], [0.19, 0.18, -0.05], [-0.19, -0.11, -0.30], [0.26, -0.01, 0.11], [0.05, 0.29, 0.07], [0.69, -0.28, -0.25], [-0.55, -0.06, -0.39], [0.12, 0.02, 0.49], [0.01, 0.45, -0.12], [0.03, -0.71, 0.30], [-0.29, -0.45, 0.12], [0.85, -0.80, -0.07], [0.77, -0.55, 1.11], [-1.09, 1.31, -0.44], [0.23, -0.43, 0.81], [0.10, -0.53, -0.72], [-0.34, 0.69, 0.11], [-0.28, 0.25, -0.05], [-0.10, 0.52, 0.15], [-0.22, -0.10, -0.10], [-0.72, -0.18, -0.01], [0.45, -0.16, -0.23], [-0.15, 0.77, 0.17], [0.42, -0.25, 0.20], [0.40, -0.64, -0.67], [0.52, -0.25, 0.53], [0.60, -0.47, -0.32], [-0.52, 0.04, -0.04], [-0.70, 0.02, -0.66], [0.42, -0.41, -0.96], [0.39, 0.30, -1.21], [-0.18, 0.29, 0.17], [-0.09, 0.05, 0.50], [0.09, 0.06, -0.16], [-0.03, 0.19, 0.03], [0.10, 0.05, 0.02], [0.12, -0.14, -0.14], [-0.15, 0.18, 0.24], [-0.16, -0.03, -0.17], [0.11, 0.15, -0.02], [-0.06, 0.01, 0.16], [-0.02, -0.07, 0.51], [0.00, 0.00, 0.39], [-0.07, 0.25, -0.17], [-0.05, -0.36, -0.14], [-0.48, -0.19, 0.29], [-0.04, -0.05, -0.30], [-0.11, -0.01, 0.02], [0.19, -0.08, -0.02], [0.03, -0.25, 0.24], [-0.47, -0.05, 0.27], [0.31, 0.19, 0.03], [-0.32, 0.05, -0.57], [-0.20, 0.64, -0.90], [0.05, -0.23, 0.64], [0.00, 0.82, 0.31], [-0.04, -0.43, -0.92], [0.18, 0.71, 0.03], [-0.21, -1.24, -0.03], [0.25, -0.94, 0.98], [0.00, 0.28, -0.30], [-0.05, -0.16, -0.53], [0.23, 0.34, 1.14], [-0.02, -0.64, -0.66], [-0.14, 0.89, 0.19]],
  "mulliken_charge": [0.135, -0.010, 1.007, 0.454, 1.110, 0.459, -0.999, 0.413, 0.065, 0.383, -1.600, 0.308, 0.455, 0.265, -1.694, 0.290, 0.355, 0.358, -1.668, 0.307, 0.378, 0.332, -1.716, 0.413, 0.220, 0.317, -1.093, -0.790, 0.083, -1.180, -1.200, 0.764, -0.110, 0.620, 0.606, -0.002, -0.350, -0.526, 0.520, 0.374, -0.018, 0.684, 0.383, 0.239, 0.616, 0.614, 0.802, 0.439, -0.924, -0.943, 0.465, 0.479, 0.558, 0.375, -1.201, 0.367, 0.376, 0.357, -1.240, 0.389, 0.288, 0.417, -1.481, 0.357, 0.435, 0.350, -0.994, 0.437, 0.368, -0.072, -0.253, 0.630, -0.034, -0.265, 0.409, -0.287, 0.122, -0.146, 0.346, -0.314, 0.080, -0.263]
}

{
  "formula": "C7H7NO",
  "method": "ωB97M-V/def2-TZVPD",
  "energy_ha": -400.86709,
  "homo_energy_ev": -9.54,
  "lumo_energy_ev": -0.09,
  "gap_ev": 9.4,
  "relative_energy_kj_mol": 114.8,
  "smiles": "CC(=O)c1ccccn1",
  "symbols": ["C", "C", "C", "C", "C", "C", "C", "H", "H", "H", "H", "H", "H", "H", "N", "O"],
  "positions_angstrom": [[2.4664, -0.8607, 0.1968], [1.7234, 0.3752, -0.0649], [0.2670, 0.2201, -0.0586], [-0.6200, 1.3583, 0.0231], [-1.9748, 1.2339, 0.1103], [-2.4955, -0.1099, -0.0162], [-1.5156, -1.1535, -0.1134], [3.6067, -0.7021, 0.2667], [2.3234, -1.3633, 1.0457], [2.5286, -1.6659, -0.7075], [-0.1226, 2.4033, 0.0259], [-2.5446, 2.0441, 0.1679], [-3.7567, -0.1774, -0.0339], [-1.8578, -2.1103, -0.4015], [-0.2193, -0.9681, -0.1845], [2.1915, 1.4763, -0.2559]],
  "forces_ev_per_a": [[5.27, -0.96, -5.04], [-0.11, 0.87, -0.17], [-2.36, 2.77, -0.02], [3.00, 1.51, 0.26], [1.76, -5.51, -0.84], [-1.35, 1.19, 0.49], [-3.03, 1.70, -1.01], [-1.59, 0.66, -0.17], [-1.65, -1.95, 3.27], [-1.01, 1.97, 2.00], [-0.90, -1.92, 0.09], [-2.54, 3.17, 0.28], [4.01, -0.47, 0.07], [-0.34, -1.16, 0.24], [0.32, -1.61, 0.50], [0.53, -0.25, 0.06]],
  "mulliken_charge": [-1.210, 0.605, 0.478, -0.365, -0.430, -0.260, -0.236, 0.342, 0.402, 0.252, 0.278, 0.546, 0.187, 0.400, -0.422, -0.567]
}